Density functional theory data (ωB97M-V with the def2-TZVPD basis set) for a molecular structure, C22H30N4O3 at a distorted geometry.

```
59
Properties=species:S:1:pos:R:3:mulliken_charge:R:1
C -0.50557 -4.57308 -1.37801 -1.288
H -1.42265 -4.64192 -0.86191 0.453
H -0.62383 -4.66766 -2.43364 0.312
H 0.32700 -5.13445 -0.95731 0.350
C 0.12851 -2.98999 -1.30927 -0.692
N 1.24964 -2.77405 -1.83529 1.004
C 1.35474 -3.03510 -3.22572 -0.964
C 2.42284 -1.81862 -3.95155 -0.989
H 3.40720 -2.21739 -3.72564 0.362
H 2.31073 -0.88126 -3.41792 0.239
H 2.10804 -1.84575 -5.05287 0.378
H 0.31551 -2.50997 -3.88593 0.194
H 1.74203 -3.82385 -3.55850 0.814
C 2.24359 -3.11689 -1.08885 -0.735
H 3.07452 -3.67944 -1.77049 0.301
C 3.12351 -2.07093 -0.54489 -1.411
N 2.41449 -1.10280 0.30234 -0.077
C 1.75067 -0.03891 -0.34996 0.155
O 2.02491 0.66319 -1.43341 -0.619
C 0.58125 0.59159 0.48738 1.289
C 0.96859 1.03926 1.68194 -0.899
N -0.15298 1.43452 2.53012 0.226
C -1.42301 1.91756 2.15274 0.681
O -2.18862 2.32034 2.97660 -0.671
C -1.60799 1.78739 0.61975 -0.436
C -0.64284 1.04190 0.01275 0.437
C -1.10129 0.72282 -1.22250 0.181
C -0.99266 0.33630 -2.56423 0.731
C -1.79000 0.04982 -3.53552 -0.896
C -3.08540 0.62034 -3.30008 -0.249
C -3.58196 1.27775 -2.23862 -0.983
C -2.50489 1.31826 -1.21821 -0.332
N -2.79784 1.74627 0.15501 0.288
C -3.83637 2.26382 0.67125 -1.139
H -4.71111 1.52429 0.62455 0.350
H -4.45234 3.23400 0.04413 0.229
H -3.71516 2.74706 1.61432 0.466
H -4.65363 1.38218 -1.93011 0.300
H -3.81845 0.59723 -4.22807 0.192
H -1.63413 -0.31566 -4.58831 0.372
H 0.13560 -0.19667 -2.47795 -0.302
C 0.21021 1.73140 3.90989 -1.540
C 1.05788 3.26735 3.88331 -0.331
O 1.69196 3.61588 5.19733 -0.323
C 0.61666 4.04893 6.01854 -0.921
H 0.11093 3.25495 6.63656 0.333
H -0.00699 4.78497 5.91592 0.482
H 1.29189 4.45960 7.17048 0.223
H 0.24359 4.22544 3.54318 0.225
H 1.79320 3.27719 3.12479 0.402
H -0.56554 2.04901 4.49734 0.594
H 1.05377 1.30002 4.30467 0.571
H 1.85623 1.03588 2.29031 0.488
H 1.86670 -1.48466 1.13347 0.400
H 3.53657 -1.37291 -1.22064 0.424
H 3.78479 -2.36877 0.17225 0.593
H 2.10293 -3.70951 -0.26551 0.492
H -0.87888 -2.53837 -1.84723 0.067
H -0.20659 -2.75787 -0.25279 0.199
```

## Properties
ΔE to the lowest compared entry with this formula, charge and spin ... 17.677 eV
LUMO level ... 0.25 eV
DFT total energy ... -1300.48980 Eh
Orbital gap ... 7.95 eV

---

Density functional theory data (ωB97M-V with the def2-TZVPD basis set) for C11H15N in the gas phase at a distorted geometry.

```
27
Properties=species:S:1:pos:R:3:mulliken_charge:R:1
C 1.80608 -0.57255 1.91860 -0.733
C 2.53206 -0.52094 0.56658 -0.640
N 1.89720 -0.24502 -0.75970 0.035
C 1.62557 1.26734 -1.04123 -0.936
C 0.40141 1.68806 -0.22304 -0.650
C -0.68262 0.67920 -0.04462 0.917
C -1.86899 1.24065 0.56711 -0.851
C -2.91593 0.45058 0.66145 -0.379
C -2.86930 -0.82899 -0.10443 -0.564
C -1.68910 -1.37575 -0.49479 -0.756
C -0.46998 -0.63111 -0.36557 1.068
C 0.77584 -1.10443 -1.05816 -1.250
H 1.21382 0.34459 2.19334 0.207
H 1.19253 -1.60686 1.98513 0.169
H 2.72345 -0.72220 2.66165 0.352
H 2.96083 -1.61579 0.43457 0.314
H 3.49114 0.13200 0.73439 0.325
H 2.41685 1.92397 -0.71658 0.359
H 1.49707 1.28572 -2.16342 0.346
H -0.09696 2.37220 -0.92012 0.404
H 1.02377 2.12000 0.59559 0.262
H -1.71590 2.29974 0.77090 0.408
H -3.98990 0.78958 0.97242 0.263
H -3.76718 -1.56333 0.04934 0.242
H -1.62071 -2.44411 -0.84922 0.310
H 0.46348 -1.23592 -2.10038 0.340
H 1.05703 -2.11675 -0.62100 0.442
```

## Properties
ΔE to the lowest compared entry with this formula, charge and spin ... 3.343 eV
LUMO level ... 0.88 eV
DFT total energy ... -482.79231 Eh
Structure (SMILES) ... CCN1CCc2ccccc2C1
Orbital gap ... 9.10 eV